## w
# C20H22N2O3

One molecule with the formula C20H22N2O3 (ωB97M-V with the def2-TZVPD basis set, the Open Molecules 2025 dataset).

**Multiplicity**: 1
**M**: 338.4 g/mol
**HOMO-LUMO gap**: 8.48 eV
**E_HOMO**: -7.75 eV

Last column: Löwdin charge in e.
Atoms and positions in Å:
O  -0.89  0.98  -1.20  0.02
O  0.19  -0.88  -0.58  0.12
O  0.56  2.46  0.72  0.07
N  -5.65  0.37  0.09  -0.20
N  2.36  1.31  -0.02  -0.03
C  3.00  0.44  -0.98  -0.09
C  0.37  1.57  -1.48  -0.05
C  -4.66  -1.84  0.28  -0.02
C  4.30  -0.15  -0.52  -0.16
C  3.53  0.19  1.80  -0.10
C  -3.56  -2.67  0.20  -0.07
C  3.03  1.52  1.25  -0.12
C  -4.55  -0.46  0.03  -0.22
C  -6.89  -0.13  0.64  -0.07
C  -2.31  -2.17  -0.13  -0.03
C  1.11  1.81  -0.15  -0.43
C  6.66  -1.37  0.32  -0.09
C  4.55  -0.34  0.84  -0.19
C  -0.85  -0.27  -0.71  -0.42
C  -3.28  0.04  -0.30  0.05
C  6.42  -1.18  -1.03  -0.09
C  -2.18  -0.81  -0.38  -0.13
C  5.73  -0.95  1.25  -0.03
C  -5.47  1.79  -0.03  -0.07
C  5.25  -0.57  -1.45  -0.04
H  3.18  0.99  -1.92  0.13
H  0.92  0.95  -2.19  0.12
H  3.95  0.32  2.79  0.12
H  -6.44  2.28  0.03  0.08
H  2.32  -0.40  -1.19  0.12
H  -5.02  2.04  -0.99  0.09
H  -4.84  2.20  0.77  0.10
H  -1.44  -2.80  -0.19  0.11
H  -5.61  -2.27  0.54  0.09
H  5.06  -0.41  -2.50  0.11
H  -6.76  -0.51  1.66  0.09
H  2.32  2.00  1.92  0.12
H  7.57  -1.85  0.64  0.10
H  -3.12  1.09  -0.48  0.11
H  -7.29  -0.93  0.01  0.09
H  -3.68  -3.72  0.39  0.11
H  3.89  2.20  1.10  0.14
H  -7.62  0.68  0.66  0.08
H  2.68  -0.50  1.87  0.13
H  0.13  2.54  -1.92  0.14
H  7.14  -1.50  -1.77  0.10
H  5.91  -1.09  2.30  0.11

## x
# C20H22N2O3

One molecule with the formula C20H22N2O3 (ωB97M-V with the def2-TZVPD basis set, the Open Molecules 2025 dataset).

**Multiplicity**: 1
**M**: 338.4 g/mol
**HOMO-LUMO gap**: 8.86 eV
**E_HOMO**: -8.27 eV

Last column: Löwdin charge in e.
Atoms and positions in Å:
O  5.15  2.71  -1.46  -0.11
O  -2.85  -3.89  -1.23  0.08
O  1.44  -1.81  1.09  0.06
N  -1.95  -2.60  0.36  -0.02
N  -0.19  -0.98  -0.21  0.01
C  2.13  0.02  -0.29  -0.16
C  4.16  1.84  -0.99  -0.27
C  -3.66  -3.98  1.04  -0.12
C  -2.61  -3.99  2.07  -0.17
C  6.58  2.56  -0.99  -0.02
C  -0.94  0.29  -0.30  -0.13
C  -0.89  -2.19  -0.56  -0.11
C  -2.64  2.67  -0.12  -0.24
C  -1.50  2.55  0.69  -0.06
C  -0.70  1.38  0.66  0.01
C  -3.47  3.96  -0.13  -0.06
C  -2.11  0.47  -1.11  -0.05
C  -2.85  1.60  -1.10  -0.05
C  -2.90  -3.50  -0.08  -0.46
C  1.07  -0.94  0.29  -0.38
C  4.36  1.00  0.12  0.01
C  3.03  1.72  -1.84  0.02
C  2.05  0.81  -1.45  -0.01
C  -1.62  -2.83  1.78  -0.11
C  3.24  0.14  0.49  -0.02
H  6.93  1.54  -1.24  0.10
H  -2.84  4.73  -0.46  0.05
H  -2.43  -0.27  -1.81  0.10
H  -2.89  -3.99  3.17  0.13
H  -0.54  -3.04  1.97  0.11
H  -2.16  -4.99  1.99  0.12
H  -3.63  1.67  -1.93  0.13
H  -4.43  -3.33  1.31  0.11
H  -1.31  -2.02  -1.51  0.10
H  -0.01  1.43  1.50  0.11
H  -0.13  -3.02  -0.64  0.17
H  -3.90  4.15  0.83  0.06
H  -1.30  3.33  1.42  0.11
H  -4.36  4.05  -0.84  0.10
H  5.30  1.06  0.77  0.12
H  -1.69  -1.88  2.38  0.13
H  7.12  3.27  -1.51  0.06
H  -4.08  -4.95  1.01  0.12
H  2.88  2.33  -2.66  0.09
H  1.11  0.63  -1.96  0.11
H  3.35  -0.50  1.44  0.14
H  6.69  2.79  0.06  0.08

Q: Which of them is the most stable? A: w.

## w
# C4H6AlO3

C4H6AlO3 as an isolated structure (ωB97M-V with the def2-TZVPD basis set, the Open Molecules 2025 dataset).

**Multiplicity**: 1
**M**: 129.1 g/mol
**HOMO-LUMO gap (alpha / beta)**: 5.42 / 4.69 eV
**E_HOMO (alpha / beta)**: -22.38 / -21.71 eV
**Net charge**: +3

Last column: Löwdin charge in e.
Atoms and positions in Å:
Al  2.38  1.18  0.45  1.17
O  -0.04  -1.69  0.38  0.25
O  1.68  -0.23  0.22  0.05
O  -0.18  -0.01  -1.02  0.18
C  0.57  -2.72  0.87  0.49
C  -0.99  2.11  -0.50  0.10
C  0.61  -0.68  -0.21  -0.32
C  -1.25  0.74  -0.75  0.06
H  1.66  -2.70  0.95  0.19
H  -2.09  0.19  -0.33  0.19
H  -1.69  2.53  0.23  0.14
H  0.48  2.11  -0.02  0.12
H  -0.08  -3.56  1.12  0.20
H  -1.06  2.74  -1.39  0.16

## x
# C4H6AlO3

C4H6AlO3 as an isolated structure (ωB97M-V with the def2-TZVPD basis set, the Open Molecules 2025 dataset).

**Multiplicity**: 1
**M**: 129.1 g/mol
**HOMO-LUMO gap**: 1.81 eV
**E_HOMO**: -22.00 eV
**Net charge**: +3

Last column: Löwdin charge in e.
Atoms and positions in Å:
Al  0.71  -5.58  0.15  1.10
O  0.64  -0.67  0.29  0.30
O  -1.58  -0.77  0.33  0.27
O  -0.43  -2.70  0.30  0.20
C  -1.26  0.54  0.07  0.05
C  -0.46  -1.54  0.32  -0.39
C  1.16  1.60  -0.57  0.17
C  0.23  0.65  0.29  -0.13
H  -1.95  1.20  0.67  0.26
H  0.90  1.40  -1.63  0.18
H  2.21  1.44  -0.32  0.15
H  -1.55  0.75  -1.02  0.30
H  0.44  1.03  1.40  0.39
H  0.97  2.64  -0.29  0.15

Q: Which of them is the most stable? A: x.

## w
# CH3N3S

One molecule with the formula CH3N3S (ωB97M-V with the def2-TZVPD basis set, the Open Molecules 2025 dataset).

**Multiplicity**: 1
**M**: 89.1 g/mol
**HOMO-LUMO gap**: 9.56 eV
**E_HOMO**: -8.81 eV

Last column: Löwdin charge in e.
Atoms and positions in Å:
S  1.62  -0.82  -0.01  0.80
N  -0.04  -1.06  -0.05  -0.39
N  0.33  1.27  0.04  -0.12
N  1.46  0.94  0.11  -0.28
C  -0.69  0.27  -0.23  -0.25
H  -1.46  0.32  0.55  0.12
H  -0.31  -1.42  0.84  0.02
H  -0.91  0.51  -1.25  0.10

## x
# CH3N3S

A 2-piece molecular cluster, CH3N3S overall (ωB97M-V with the def2-TZVPD basis set, the Open Molecules 2025 dataset).

**Multiplicity**: 1
**M**: 89.1 g/mol
**HOMO-LUMO gap**: 8.52 eV
**E_HOMO**: -8.59 eV

Last column: Löwdin charge in e.
Atoms and positions in Å:
S  -2.24  0.28  -0.13  0.59
N  0.74  -0.46  -0.24  0.17
N  2.06  1.41  -0.02  0.12
N  1.42  0.43  -0.20  -0.25
C  -1.43  -1.06  0.16  -0.64
H  -1.02  -1.61  -0.63  -0.02
H  -1.35  -1.34  1.14  -0.03
H  1.83  2.35  -0.09  0.07

Q: Which of them is the most stable? A: w.